Formula: C19H58GaN10O7P4
Source: the Open Molecules 2025 dataset
Level of theory: ωB97M-V with the def2-TZVPD basis set

CARTESIAN COORDINATES (ANGSTROEM)
O 3.160 5.280 -1.722
C 2.494 4.399 -1.115
N 1.747 3.417 -0.719
Ga 1.723 2.096 -2.195
P 3.950 1.268 -2.377
O 4.967 2.274 -1.802
O 4.251 0.855 -4.022
O 4.014 -0.146 -1.405
H 1.429 2.983 -3.524
H 0.652 0.934 -1.965
H 3.859 1.616 -4.524
H 4.022 0.142 -0.457
O -1.524 4.854 -3.878
P -2.952 4.375 -4.196
N -2.446 3.314 -5.426
C -2.335 3.518 -6.850
C -1.674 2.150 -4.998
N -3.458 5.929 -4.734
C -3.712 6.320 -6.103
C -2.876 7.073 -4.024
N -4.606 3.823 -4.483
C -5.093 2.813 -5.401
C -5.699 4.578 -3.876
H -2.638 2.601 -7.376
H -1.313 3.763 -7.159
H -3.007 4.269 -7.245
H -2.318 1.465 -4.436
H -0.827 2.436 -4.357
H -1.260 1.584 -5.836
H -2.786 6.383 -6.685
H -4.194 7.302 -6.151
H -4.420 5.643 -6.588
H -1.875 7.313 -4.404
H -2.798 6.870 -2.954
H -3.500 7.967 -4.124
H -5.177 3.207 -6.418
H -6.088 2.453 -5.113
H -4.473 1.916 -5.408
H -6.138 5.281 -4.589
H -5.353 5.141 -3.005
H -6.494 3.918 -3.512
O 0.626 -1.172 0.673
P 0.133 -2.623 0.820
N 0.237 -2.941 -0.848
C -0.760 -2.834 -1.886
C 1.583 -2.987 -1.413
N -1.424 -2.137 1.365
C -2.656 -2.207 0.610
C -1.462 -0.935 2.206
N -0.398 -4.294 1.041
C -0.544 -5.351 0.061
C -0.958 -4.672 2.336
H -0.636 -3.662 -2.599
H -0.685 -1.893 -2.441
H -1.778 -2.952 -1.537
H 2.114 -3.870 -1.038
H 2.166 -2.093 -1.149
H 1.581 -3.054 -2.503
H -2.675 -1.474 -0.203
H -3.523 -2.007 1.249
H -2.830 -3.212 0.219
H -1.434 -0.021 1.598
H -0.616 -0.915 2.896
H -2.366 -0.906 2.823
H -1.482 -5.253 -0.493
H -0.550 -6.340 0.533
H 0.290 -5.392 -0.642
H -2.050 -4.653 2.315
H -0.615 -3.999 3.125
H -0.639 -5.677 2.637
O 3.407 -4.490 5.225
P 3.675 -3.036 5.662
N 2.498 -3.069 6.891
C 1.111 -2.671 6.870
C 2.781 -3.934 8.031
N 3.146 -2.382 4.164
C 1.913 -1.663 3.932
C 3.448 -3.182 2.972
N 4.059 -1.384 6.156
C 3.514 -0.597 7.243
C 4.904 -0.580 5.273
H 0.851 -2.197 7.828
H 0.435 -3.520 6.718
H 0.879 -1.907 6.140
H 3.618 -3.527 8.609
H 3.041 -4.953 7.712
H 1.933 -4.021 8.715
H 1.041 -2.326 3.990
H 1.904 -1.200 2.939
H 1.800 -0.826 4.624
H 2.712 -3.987 2.834
H 4.440 -3.633 3.045
H 3.453 -2.567 2.067
H 2.547 -0.163 6.974
H 4.176 0.233 7.512
H 3.410 -1.169 8.167
H 4.302 0.077 4.642
H 5.515 -1.215 4.628
H 5.607 0.039 5.841

Cartesian forces, eV/Å:
O -3.127 -3.751 3.623
C -0.702 -1.312 -2.145
N 3.962 5.038 -1.415
Ga -0.654 0.123 -0.688
P 1.366 1.872 1.662
O -1.586 -2.234 -1.423
O -0.390 0.456 1.538
O 0.234 0.799 -0.843
H 0.193 -0.274 0.156
H 0.177 0.128 0.143
H 0.402 -0.904 0.712
H 0.086 -0.028 -1.331
O -1.483 -1.489 3.642
P 1.346 2.023 -6.923
N 0.108 -1.602 -0.854
C -0.390 -0.052 -0.074
C 0.260 0.255 0.737
N -0.455 1.684 0.896
C -0.711 -0.423 0.013
C 0.385 -0.235 0.151
N 0.032 0.517 2.035
C 0.242 -1.002 0.337
C 0.017 -0.107 0.560
H 0.188 -0.067 0.050
H 0.054 0.088 -0.037
H 0.012 0.261 0.163
H 0.056 -0.172 0.125
H -0.138 -0.097 -0.083
H -0.188 0.242 -0.096
H 0.026 -0.037 -0.133
H 0.097 -0.007 0.250
H 0.165 -0.168 -0.073
H -0.003 0.020 0.150
H 0.156 -0.033 -0.191
H -0.195 -0.170 -0.218
H 0.159 0.052 -0.023
H 0.021 0.275 0.164
H 0.132 0.237 -0.163
H 0.012 0.050 -0.059
H -0.003 0.059 -0.242
H 0.081 -0.078 -0.092
O 2.899 -1.626 2.808
P -5.387 1.555 -5.041
N 0.619 -0.959 -1.412
C -0.211 -0.295 0.003
C 0.368 0.431 0.569
N -0.624 0.724 1.733
C -0.060 -0.809 0.095
C 0.380 0.205 -0.204
N 0.945 0.514 1.824
C 0.982 -0.412 -0.323
C 0.440 -0.043 0.381
H 0.158 0.098 -0.062
H -0.042 0.096 0.022
H -0.041 0.167 0.242
H 0.199 -0.084 -0.002
H -0.043 -0.138 -0.103
H -0.270 0.010 0.133
H -0.035 -0.014 -0.117
H 0.208 0.089 0.155
H 0.131 0.027 -0.196
H 0.086 0.018 0.122
H -0.044 0.081 -0.207
H -0.106 -0.274 -0.154
H 0.024 0.170 -0.057
H -0.059 0.195 0.253
H -0.203 0.237 -0.069
H -0.065 0.044 -0.038
H -0.184 0.010 -0.145
H 0.036 0.023 -0.134
O 4.040 -0.193 1.080
P -7.058 1.726 -1.464
N -0.612 0.000 1.853
C 0.031 0.438 0.069
C 0.435 -0.323 -0.384
N 0.847 -0.219 -1.532
C 0.404 0.890 0.242
C 0.090 -0.289 0.142
N 1.667 -0.907 -0.763
C 0.397 -0.293 1.028
C 0.596 -0.139 -0.041
H -0.012 -0.195 0.057
H -0.073 -0.044 -0.094
H 0.130 -0.092 -0.275
H 0.121 -0.111 0.162
H 0.008 0.122 0.059
H -0.044 0.214 -0.214
H -0.162 -0.050 0.087
H 0.168 -0.184 0.021
H -0.134 -0.132 0.183
H 0.076 -0.074 -0.029
H -0.217 -0.073 0.047
H -0.123 0.241 0.205
H -0.063 -0.156 -0.064
H 0.093 -0.090 -0.300
H -0.230 -0.062 -0.199
H -0.059 -0.022 -0.012
H -0.244 0.096 -0.034
H -0.119 -0.058 0.096

Its net charge is -1. The total energy comes out at -139403.0020 eV. The gap between HOMO and LUMO is 5.897 eV.

For each atom in turn, the Löwdin charge in e is: -0.025, -0.443, -0.056, 0.244, 0.486, -0.442, -0.289, -0.303, -0.079, -0.110, 0.046, 0.063, -0.284, 0.765, -0.369, -0.140, -0.127, -0.341, -0.146, -0.150, -0.302, -0.122, -0.146, 0.078, 0.090, 0.040, 0.070, 0.033, 0.081, 0.085, 0.078, 0.066, 0.082, 0.072, 0.073, 0.081, 0.076, 0.077, 0.079, 0.074, 0.072, -0.294, 0.751, -0.364, -0.135, -0.120, -0.329, -0.141, -0.136, -0.294, -0.119, -0.140, 0.079, 0.085, 0.040, 0.068, 0.059, 0.083, 0.087, 0.078, 0.066, 0.089, 0.053, 0.076, 0.082, 0.077, 0.077, 0.080, 0.061, 0.075, -0.315, 0.754, -0.373, -0.135, -0.140, -0.327, -0.146, -0.140, -0.297, -0.117, -0.133, 0.080, 0.086, 0.045, 0.067, 0.070, 0.076, 0.067, 0.065, 0.076, 0.073, 0.071, 0.079, 0.086, 0.079, 0.075, 0.089, 0.076, 0.075